# 1
The following is a DFT calculation (the ωB97M-V functional and the def2-TZVPD basis) of a cluster of 6 separate species, C10H29N3O13S2 in total in a non-equilibrium geometry.

XYZ file:
```
57
C10H29N3O13S2 the ωB97M-V functional and the def2-TZVPD basis
C 3.822 0.942 -1.488
C 3.045 2.179 -1.812
O 1.698 1.894 -1.402
S 0.406 2.050 -2.444
C 0.660 3.748 -2.940
O 0.664 1.161 -3.594
O -0.857 1.927 -1.716
H 3.870 0.818 -0.406
H 4.828 1.198 -1.821
H 3.556 0.009 -1.986
H 3.530 3.020 -1.318
H 3.105 2.431 -2.871
H 0.855 4.353 -2.055
H -0.202 4.099 -3.507
H 1.558 3.863 -3.547
C -3.459 -3.541 2.787
C -3.739 -3.242 1.373
O -4.948 -2.508 1.196
S -5.023 -0.812 1.445
C -4.012 -0.291 -0.018
O -6.415 -0.374 1.206
O -4.229 -0.461 2.604
H -2.962 -2.745 3.342
H -2.706 -4.329 2.786
H -4.327 -3.831 3.379
H -2.808 -2.844 0.970
H -3.933 -4.152 0.804
H -4.696 -0.491 -0.844
H -3.139 -0.914 -0.211
H -3.806 0.774 0.080
C -1.385 1.420 2.634
N -0.852 2.383 3.639
O -1.289 3.558 3.490
O -0.079 2.068 4.529
H -1.105 1.803 1.653
H -2.456 1.396 2.833
H -1.063 0.405 2.866
C 0.956 -1.945 -3.704
N 1.395 -1.482 -5.066
O 2.591 -1.448 -5.311
O 0.510 -1.102 -5.888
H 0.335 -2.840 -3.684
H 0.462 -1.147 -3.150
H 1.880 -2.122 -3.153
C 3.485 -0.290 3.130
N 4.875 -0.723 2.883
O 5.016 -1.705 2.108
O 5.751 -0.215 3.498
H 3.435 0.394 3.977
H 3.031 -1.264 3.318
H 3.140 0.164 2.201
C 0.446 -0.372 0.020
O -0.917 -0.114 -0.164
H 0.987 -0.462 -0.922
H 0.926 0.459 0.536
H 0.540 -1.295 0.591
H -0.948 0.548 -0.859
```

Properties
2S+1: 1
Structure (SMILES): CCOS(C)(=O)=O.CCOS(C)(=O)=O.C[N+](=O)[O-].C[N+](=O)[O-].C[N+](=O)[O-].CO
Maximum force: 3.6 eV Å⁻¹
Energy relative to the best compared isomer or geometry (same formula, charge and spin): 1.5620 eV
E_LUMO: -0.168 eV

These are the natural (NBO) partial charges, in e, on atoms 1 to 2:
1. C -0.620
2. C -0.076

***

# 2
The following is a DFT calculation (the ωB97M-V functional and the def2-TZVPD basis) of a cluster of 4 separate species, C10H29N5O5 in total in a non-equilibrium geometry.

XYZ file:
```
49
C10H29N5O5 the ωB97M-V functional and the def2-TZVPD basis
C -2.200 -3.080 0.351
O -0.909 -3.554 0.548
C 0.187 -2.776 0.076
C 0.063 -2.265 -1.334
N 1.205 -1.400 -1.628
C 1.313 -0.969 -3.013
C 2.423 0.090 -3.156
O 1.991 1.175 -2.344
C 3.022 2.120 -2.140
H -2.965 -3.836 0.554
H -2.540 -2.777 -0.645
H -2.446 -2.272 1.052
H 1.047 -3.434 0.189
H 0.231 -1.930 0.776
H -0.834 -1.638 -1.402
H 0.079 -3.173 -1.942
H 0.993 -0.585 -1.065
H 0.364 -0.485 -3.287
H 1.370 -1.837 -3.671
H 2.488 0.449 -4.185
H 3.342 -0.429 -2.872
H 3.455 2.539 -3.053
H 3.872 1.610 -1.667
H 2.687 2.893 -1.452
N 0.567 1.159 0.510
C -0.760 1.380 0.258
N -1.527 1.266 1.377
O -1.232 1.375 -0.888
H 0.829 1.011 1.467
H 1.046 1.075 -0.377
H -1.190 1.184 2.315
H -2.506 1.402 1.141
N -5.886 0.012 -0.033
C -4.683 0.689 -0.101
N -3.907 0.290 -1.119
O -4.358 1.619 0.638
H -6.395 0.254 0.803
H -5.936 -0.915 -0.409
H -4.265 -0.364 -1.788
H -3.013 0.755 -1.265
C 2.802 2.502 3.795
C 2.958 1.010 3.638
O 1.811 0.351 3.090
H 3.692 2.844 4.329
H 1.900 2.883 4.266
H 2.929 2.996 2.827
H 3.195 0.605 4.626
H 3.797 0.777 2.979
H 1.891 -0.596 3.232
```

Properties
2S+1: 1
Structure (SMILES): COCCNCCOC.NC(N)=O.NC(N)=O.CCO
Maximum force: 2.4 eV Å⁻¹
E_LUMO: 0.579 eV

These are the natural (NBO) partial charges, in e, on atoms 1 to 2:
1. C -0.262
2. O -0.541

***

# 3
The following is a DFT calculation (the ωB97M-V functional and the def2-TZVPD basis) of a cluster of 6 separate species, C10H30ClO14 in total in a non-equilibrium geometry.

XYZ file:
```
55
C10H30ClO14 the ωB97M-V functional and the def2-TZVPD basis
Cl 11.726 17.290 8.043
O 10.563 17.369 7.188
O 11.716 18.453 8.917
O 11.649 16.037 8.789
O 12.938 17.259 7.299
C 11.531 15.789 12.064
C 10.634 16.951 11.769
O 9.625 17.144 12.751
O 10.882 14.537 11.826
H 11.887 15.826 13.100
H 12.413 15.794 11.427
H 10.215 16.890 10.762
H 11.239 17.852 11.603
H 10.017 17.629 13.483
H 10.022 14.526 12.259
C 12.129 21.916 8.065
C 12.269 20.607 7.337
O 13.188 20.712 6.228
O 13.343 22.204 8.792
H 11.283 21.820 8.744
H 11.996 22.804 7.440
H 11.320 20.293 6.895
H 12.645 19.825 7.998
H 13.199 19.886 5.733
H 13.965 22.445 8.098
C 12.761 20.317 3.558
C 12.352 19.038 4.261
O 10.914 18.957 4.219
O 12.468 21.499 4.313
H 12.231 20.453 2.609
H 13.790 20.288 3.196
H 12.628 19.111 5.314
H 12.688 18.135 3.743
H 10.653 18.607 5.083
H 11.515 21.618 4.275
C 8.534 20.022 10.940
C 8.509 19.257 9.617
O 9.628 19.530 8.786
O 8.007 19.243 12.009
H 7.956 20.942 10.847
H 9.539 20.307 11.266
H 7.573 19.443 9.082
H 8.500 18.176 9.795
H 10.105 18.707 8.612
H 8.430 18.372 11.993
C 11.668 12.388 9.035
C 13.081 11.930 9.438
O 13.765 12.846 10.309
O 10.793 12.374 10.142
H 11.225 11.698 8.315
H 11.702 13.399 8.613
H 13.744 11.821 8.573
H 12.995 10.949 9.903
H 13.945 13.598 9.732
H 11.094 13.064 10.765
```

Properties
Net charge: -1
2S+1: 1
Maximum force: 3.5 eV Å⁻¹
Energy relative to the best compared isomer or geometry (same formula, charge and spin): 0.0000 eV
E_LUMO: 2.724 eV

These are the natural (NBO) partial charges, in e, on atoms 1 to 2:
1. Cl 2.536
2. O -0.880

***

no.,HOMO-LUMO gap (eV)
1,10.6
2,9.3
3,8.7